Entry 1:
C36H30BrF6NO6P2S2Ti as an isolated structure, computed with the ωB97M-V functional and the def2-TZVPD basis.

```
! wB97M-V def2-TZVPD RIJCOSX def2/J DEFGRID3
* xyz 0 3
Ti 0.2695 -1.0321 -0.1979
F 5.2062 -1.0218 1.0619
C 4.8458 -1.0972 -0.2140
F 5.7664 -1.7555 -0.9045
F 4.7138 0.1373 -0.7022
S 3.2399 -1.9456 -0.4009
O 2.2782 -1.1878 0.4436
O 2.9912 -1.9659 -1.8077
N 3.5205 -3.3307 0.3217
S 2.1534 -4.0544 0.7160
O 2.3346 -5.4436 0.9641
O 1.0690 -3.6129 -0.1583
C 1.6165 -3.3218 2.3648
F 1.3660 -4.3016 3.2238
F 2.5175 -2.5043 2.8862
F 0.4621 -2.6335 2.1857
C -0.8733 1.6411 -2.3402
C 0.0083 2.4865 -1.3865
P 1.4311 1.6179 -0.4939
C 2.5533 3.0596 -0.6534
C 2.2545 4.2746 -0.0319
C 3.0254 5.3964 -0.2834
C 4.1078 5.3219 -1.1585
C 4.4147 4.1201 -1.7717
C 3.6355 2.9922 -1.5219
C 1.4386 1.4672 1.4068
C 0.6524 0.5789 2.1639
C 0.8416 0.3808 3.5190
C 1.8817 1.0178 4.1765
C 2.7339 1.8258 3.4439
C 2.5158 2.0447 2.0881
C -2.1699 0.9924 -1.8127
P -1.9278 0.4312 -0.1084
C -3.4191 -0.5360 0.3269
C -3.3222 -1.5396 1.2852
C -4.4529 -2.2149 1.7209
C -5.6958 -1.8968 1.1904
C -5.8018 -0.9037 0.2262
C -4.6688 -0.2212 -0.1963
C -2.3455 1.9352 0.8779
C -2.3407 1.7987 2.2675
C -2.6543 2.8623 3.0974
C -2.9919 4.0934 2.5506
C -3.0358 4.2382 1.1735
C -2.7213 3.1653 0.3457
H -0.2494 0.8504 -2.7566
H -1.1444 2.2931 -3.1732
H -0.5482 3.1343 -0.7149
H 0.5890 3.1491 -2.0257
H 1.4226 4.3396 0.6608
H 2.7820 6.3343 0.1995
H 4.7088 6.2008 -1.3533
H 5.2565 4.0515 -2.4488
H 3.8780 2.0561 -2.0095
H -0.1364 -0.0186 1.7125
H 0.1836 -0.2943 4.0527
H 2.0423 0.8605 5.2353
H 3.5863 2.2922 3.9210
H 3.2187 2.6742 1.5629
H -2.4245 0.1142 -2.4070
H -3.0151 1.6775 -1.8701
H -2.3516 -1.8157 1.6810
H -4.3613 -2.9926 2.4683
H -6.5802 -2.4217 1.5287
H -6.7681 -0.6543 -0.1935
H -4.7714 0.5666 -0.9336
H -2.1049 0.8403 2.7154
H -2.6377 2.7272 4.1714
H -3.2315 4.9298 3.1949
H -3.3185 5.1864 0.7340
H -2.7801 3.3093 -0.7246
Br 1.1816 -4.9835 -6.0206
C 0.1110 -4.8618 -4.4628
C -0.5956 -5.9727 -4.0309
C -1.3869 -5.8846 -2.8946
C -1.4612 -4.6926 -2.1882
C -0.7328 -3.6020 -2.6280
C 0.0549 -3.6675 -3.7647
C -0.6911 -2.3627 -1.7958
O -1.3281 -2.2635 -0.7092
O 0.0608 -1.3887 -2.1187
H -0.5221 -6.9021 -4.5792
H -1.9362 -6.7535 -2.5571
H -2.0563 -4.6057 -1.2889
H 0.6337 -2.8081 -4.0723
*
```

Calculated values
- Energy relative to the best compared isomer or geometry (same formula, charge and spin): 213.76 kJ/mol
- Expectation value of S²: 2.0035
- Lowest unoccupied orbital energy (spin up / spin down): 0.4 / 0.4 eV
- Frontier orbital gap (spin up / spin down): 7.27 / 9.19 eV

Entry 2:
C36H30BrFeN5S2Sb as an isolated structure, computed with the ωB97M-V functional and the def2-TZVPD basis.

```
! wB97M-V def2-TZVPD RIJCOSX def2/J DEFGRID3
* xyz 2 2
Fe 0.8001 0.4442 -0.1742
N 0.3632 -0.1653 4.0307
C 0.5588 0.2250 2.7638
S -0.0402 -0.8047 1.4893
N 1.2365 1.3181 2.5493
N 1.3130 1.6433 1.2300
C 1.7580 2.8126 0.9048
C 2.2397 3.8135 1.8734
C 1.6324 5.0660 1.9311
C 2.0871 6.0116 2.8365
C 3.1597 5.7167 3.6658
C 3.7713 4.4711 3.6028
C 3.3068 3.5144 2.7172
C 1.6903 3.0911 -0.5353
C 2.1369 4.2624 -1.1226
C 1.9132 4.4544 -2.4765
C 1.2398 3.4800 -3.1982
C 0.8568 2.3211 -2.5529
N 1.0990 2.1166 -1.2557
H -0.2353 -0.9439 4.2413
H 0.5919 0.4814 4.7695
H 0.7919 5.2947 1.2868
H 1.6055 6.9780 2.8928
H 3.5200 6.4591 4.3648
H 4.6080 4.2451 4.2494
H 3.7705 2.5375 2.6765
H 2.6371 5.0081 -0.5221
H 2.2487 5.3626 -2.9583
H 1.0207 3.6050 -4.2485
H 0.3476 1.5250 -3.0771
S -1.3184 0.6805 -0.9297
Sb -2.3511 -1.4278 -0.7917
C -3.6385 -1.7295 0.8236
C -3.2419 -2.4069 1.9730
C -4.1528 -2.5827 3.0031
C -5.4397 -2.0725 2.8904
C -5.8251 -1.3839 1.7493
C -4.9260 -1.2119 0.7071
C -0.7736 -2.8082 -0.8877
C 0.3033 -2.4906 -1.7134
C 1.3861 -3.3539 -1.7950
C 1.3918 -4.5283 -1.0541
C 0.3094 -4.8514 -0.2478
C -0.7804 -3.9952 -0.1644
C -3.5056 -1.5214 -2.5285
C -4.6013 -2.3803 -2.5582
C -5.3422 -2.4944 -3.7249
C -4.9897 -1.7556 -4.8459
C -3.8967 -0.9005 -4.8100
C -3.1464 -0.7806 -3.6502
H -2.2331 -2.7845 2.0787
H -3.8596 -3.1191 3.8954
H -6.1456 -2.2116 3.6978
H -6.8257 -0.9827 1.6670
H -5.2367 -0.6821 -0.1858
H 0.2952 -1.5862 -2.3160
H 2.2138 -3.1184 -2.4519
H 2.2333 -5.2049 -1.1215
H 0.3079 -5.7762 0.3126
H -1.6254 -4.2700 0.4540
H -4.8846 -2.9580 -1.6862
H -6.1947 -3.1587 -3.7572
H -5.5718 -1.8453 -5.7528
H -3.6300 -0.3252 -5.6860
H -2.3005 -0.1049 -3.6188
Br 3.1408 0.0625 -2.7529
C 3.6143 -0.5437 -1.0276
C 4.8658 -1.1271 -0.9212
C 5.2600 -1.6335 0.3026
C 4.3757 -1.5398 1.3650
C 3.1514 -0.9424 1.1651
N 2.7469 -0.4280 -0.0139
H 5.5033 -1.1793 -1.7906
H 6.2316 -2.0939 0.4183
H 4.6205 -1.9227 2.3446
H 2.4573 -0.8741 1.9824
*
```

Calculated values
- Energy relative to the best compared isomer or geometry (same formula, charge and spin): 26.48 kJ/mol
- Expectation value of S²: 0.7944
- Lowest unoccupied orbital energy (spin up / spin down): -6.7 / -6.2 eV
- Frontier orbital gap (spin up / spin down): 6.75 / 7.26 eV